# 1
Density functional theory data (ωB97M-V/def2-TZVPD) for a molecular structure, C28H42ClN8O9PTi.

Geometry (Å):
Ti1 0.40 0.37 0.56
O1 2.92 2.27 2.11
Cl1 2.51 0.93 2.16
O2 3.29 0.11 2.97
O3 1.06 0.83 2.51
O4 2.42 0.37 0.75
C1 2.75 2.93 -1.21
N1 1.95 3.88 -0.44
C2 2.48 5.24 -0.36
C3 1.34 6.23 -0.31
C4 0.45 5.89 0.87
N2 0.15 4.46 0.90
C5 -1.01 4.10 1.72
C6 0.86 3.54 0.25
O5 0.46 2.31 0.28
H1 2.25 1.98 -1.31
H2 3.72 2.78 -0.73
H3 2.91 3.34 -2.21
H4 3.11 5.40 -1.23
H5 3.11 5.33 0.53
H6 0.77 6.17 -1.24
H7 1.71 7.25 -0.21
H8 -0.50 6.42 0.81
H9 0.93 6.17 1.81
H10 -1.91 4.52 1.28
H11 -0.88 4.52 2.72
H12 -1.11 3.03 1.78
C7 0.79 -4.58 2.13
C8 0.14 -3.20 2.06
C9 0.64 -2.36 3.25
C10 -1.37 -3.33 2.22
P1 0.59 -2.32 0.44
C11 2.33 -2.79 0.10
C12 3.31 -2.42 1.02
C13 4.63 -2.80 0.87
C14 5.00 -3.57 -0.22
C15 4.05 -3.95 -1.14
C16 2.72 -3.57 -0.99
C17 -0.44 -2.95 -1.01
C18 -0.46 -4.49 -1.04
C19 -1.90 -2.47 -0.93
C20 0.15 -2.40 -2.34
H13 0.50 -5.04 3.08
H14 1.88 -4.53 2.11
H15 0.46 -5.25 1.34
H16 0.38 -2.89 4.16
H17 0.15 -1.39 3.29
H18 1.71 -2.21 3.27
H19 -1.57 -3.72 3.23
H20 -1.82 -4.03 1.52
H21 -1.89 -2.38 2.14
H22 3.05 -1.81 1.88
H23 5.36 -2.50 1.61
H24 6.03 -3.88 -0.34
H25 4.33 -4.56 -2.00
H26 2.02 -3.90 -1.73
H27 -1.05 -4.91 -0.22
H28 0.52 -4.95 -1.00
H29 -0.94 -4.80 -1.97
H30 -2.42 -2.82 -0.04
H31 -2.42 -2.88 -1.79
H32 -1.97 -1.39 -0.98
H33 1.05 -1.80 -2.23
H34 -0.60 -1.79 -2.85
H35 0.39 -3.22 -3.01
O6 0.97 1.02 -2.92
C21 -0.07 0.83 -2.38
O7 -0.07 0.22 -1.13
C22 -1.40 1.14 -2.93
C23 -1.48 1.47 -4.29
C24 -2.71 1.78 -4.86
C25 -3.86 1.77 -4.08
C26 -3.75 1.44 -2.74
C27 -2.55 1.12 -2.15
N3 -4.96 1.43 -1.90
O8 -5.99 1.81 -2.38
O9 -4.82 1.06 -0.74
H36 -0.58 1.48 -4.88
H37 -2.77 2.02 -5.91
H38 -4.83 2.01 -4.50
H39 -2.52 0.85 -1.10
N4 -4.74 -0.34 1.93
N5 -3.44 0.06 2.06
N6 -2.95 0.47 3.21
C28 -1.67 0.62 2.93
N7 -1.42 0.31 1.64
N8 -2.59 -0.05 1.10
H40 -5.27 0.07 2.69
H41 -5.09 -0.04 1.02
H42 -0.93 0.95 3.64

ΔE to the lowest compared entry with this formula, charge and spin = 0.0 kcal per mole
M = 748.985 g mol⁻¹
HOMO energy = -14.0 eV
frontier orbital gap = 0.247 Ha
charge = +2



# 2
Density functional theory data (ωB97M-V/def2-TZVPD) for a molecular structure, C28H42I3NO16S3 in a non-equilibrium geometry.

Geometry (Å):
C1 2.20 3.34 -0.18
O1 1.92 1.97 -0.42
C2 0.92 1.81 -1.40
C3 1.44 1.23 -2.73
C4 2.42 0.08 -2.63
O2 2.13 -1.02 -2.97
I1 4.43 0.48 -1.93
C5 -0.30 0.98 -0.86
O3 -0.14 0.74 0.53
C6 -0.30 -0.56 0.93
O4 -1.14 -0.81 1.75
C7 0.58 -1.63 0.39
C8 -0.03 -2.80 -0.05
C9 0.72 -3.86 -0.51
C10 2.11 -3.79 -0.55
C11 2.71 -2.62 -0.12
C12 1.97 -1.55 0.35
O5 -1.41 1.82 -1.04
C13 -2.70 1.31 -1.05
C14 -2.87 -0.22 -1.07
C15 -3.32 -0.72 -2.46
O6 -2.60 -1.44 -3.10
O7 -3.33 1.85 -2.30
C16 -2.48 2.39 -3.12
N1 -1.69 2.73 -3.88
C17 -3.50 1.93 0.14
I2 -2.40 2.99 1.62
C18 -4.83 1.84 0.24
C19 -5.72 1.16 -0.78
I3 -5.92 2.66 1.86
H1 1.32 3.85 0.24
H2 2.52 3.87 -1.08
H3 3.00 3.42 0.55
H4 0.54 2.80 -1.65
H5 0.57 0.91 -3.31
H6 1.89 2.04 -3.31
H7 -0.32 0.05 -1.43
H8 -1.11 -2.93 -0.03
H9 0.24 -4.78 -0.83
H10 2.71 -4.63 -0.89
H11 3.79 -2.56 -0.12
H12 2.46 -0.65 0.70
H13 -3.66 -0.51 -0.38
H14 -2.00 -0.83 -0.83
H15 -4.31 -0.47 -2.85
H16 -5.58 1.63 -1.76
H17 -6.76 1.33 -0.52
H18 -5.59 0.08 -0.83
O8 4.76 -6.36 -0.90
S1 5.73 -7.39 -0.68
O9 6.32 -7.56 0.61
O10 6.88 -7.26 -1.77
C20 7.52 -5.97 -1.92
C21 8.54 -5.70 -0.83
C22 5.09 -8.93 -1.22
H19 6.77 -5.19 -1.97
H20 8.01 -6.01 -2.89
H21 8.06 -5.57 0.14
H22 9.10 -4.79 -1.06
H23 9.24 -6.53 -0.74
H24 4.68 -8.81 -2.22
H25 4.30 -9.22 -0.53
H26 5.88 -9.67 -1.21
O11 -2.72 6.87 -0.85
S2 -1.46 6.72 -1.52
O12 -0.24 7.05 -0.85
O13 -1.52 7.49 -2.91
C23 -1.93 8.87 -2.90
C24 -0.82 9.79 -2.45
C25 -1.33 5.09 -2.17
H27 -2.82 8.98 -2.28
H28 -2.21 9.10 -3.93
H29 -0.58 9.64 -1.40
H30 -1.12 10.83 -2.58
H31 0.09 9.61 -3.02
H32 -2.23 4.85 -2.71
H33 -1.21 4.41 -1.32
H34 -0.46 5.04 -2.82
O14 -3.67 0.39 5.51
S3 -3.72 -1.03 5.33
O15 -4.95 -1.74 5.49
O16 -2.62 -1.69 6.29
C26 -2.65 -1.32 7.68
C27 -3.74 -2.04 8.45
C28 -2.97 -1.47 3.80
H35 -2.74 -0.24 7.78
H36 -1.67 -1.60 8.07
H37 -4.73 -1.71 8.14
H38 -3.63 -1.85 9.52
H39 -3.68 -3.12 8.28
H40 -2.02 -0.97 3.73
H41 -3.64 -1.14 3.01
H42 -2.85 -2.55 3.77

ΔE to the lowest compared entry with this formula, charge and spin = 9.8 kcal per mole
M = 1125.548 g mol⁻¹
HOMO energy = -9.0 eV
frontier orbital gap = 0.326 Ha



# 3
Density functional theory data (ωB97M-V/def2-TZVPD) for a single C28H42N4O4 molecule in a non-equilibrium geometry.

Geometry (Å):
C1 3.36 -0.53 3.86
C2 2.96 -0.34 2.41
C3 3.38 1.01 1.91
N1 1.48 -0.33 2.32
N2 0.94 0.84 2.71
N3 -0.38 0.61 2.76
C4 -1.19 1.86 2.84
C5 -0.89 2.70 1.62
C6 -0.80 2.55 4.12
C7 -0.67 -0.69 2.44
C8 -2.11 -1.18 2.58
C9 -2.18 -2.71 2.58
C10 -2.91 -0.61 1.40
C11 -2.72 -0.73 3.91
C12 0.53 -1.30 2.12
C13 0.98 -2.67 1.67
H1 4.45 -0.54 3.96
H2 2.97 0.31 4.44
H3 2.95 -1.45 4.28
H4 3.34 -1.16 1.78
H5 4.46 1.13 1.97
H6 3.07 1.16 0.87
H7 2.89 1.78 2.51
H8 -2.23 1.57 2.85
H9 -1.44 3.64 1.70
H10 0.18 2.93 1.57
H11 -1.19 2.20 0.70
H12 -1.30 3.53 4.16
H13 -1.10 1.98 5.00
H14 0.28 2.72 4.15
H15 -1.56 -3.11 3.40
H16 -3.22 -3.03 2.75
H17 -1.83 -3.15 1.64
H18 -3.07 0.46 1.54
H19 -2.37 -0.76 0.46
H20 -3.90 -1.08 1.34
H21 -2.74 0.35 4.02
H22 -3.76 -1.08 3.97
H23 -2.16 -1.15 4.75
H24 0.46 -3.39 2.32
H25 2.06 -2.72 1.88
C14 2.33 -9.51 1.40
N4 2.11 -8.82 0.14
C15 2.54 -9.60 -1.01
C16 1.83 -7.45 0.07
C17 2.85 -6.48 0.15
C18 2.55 -5.12 0.21
C19 1.22 -4.69 0.19
C20 0.85 -3.17 0.24
C21 1.49 -2.31 -0.80
C22 0.91 -1.01 -1.08
O1 -0.14 -0.56 -0.64
O2 1.56 -0.22 -2.00
C23 2.81 -0.74 -2.52
C24 3.13 0.07 -3.78
C25 3.92 -0.64 -1.49
O3 2.61 -2.09 -2.96
C26 1.99 -2.92 -2.04
O4 1.88 -4.09 -2.37
C27 0.20 -5.64 0.09
C28 0.50 -7.00 0.01
H26 2.00 -8.88 2.24
H27 1.76 -10.45 1.41
H28 3.39 -9.78 1.53
H29 2.37 -9.04 -1.94
H30 3.60 -9.87 -0.92
H31 1.96 -10.54 -1.04
H32 3.89 -6.81 0.17
H33 3.36 -4.38 0.25
H34 -0.21 -3.16 -0.06
H35 2.36 -0.13 -4.54
H36 3.13 1.13 -3.53
H37 4.11 -0.21 -4.18
H38 3.72 -1.28 -0.62
H39 4.87 -0.93 -1.94
H40 4.01 0.41 -1.16
H41 -0.84 -5.31 0.04
H42 -0.30 -7.74 -0.10

M = 498.668 g mol⁻¹
HOMO energy = -6.6 eV
frontier orbital gap = 0.241 Ha



# 4
Density functional theory data (ωB97M-V/def2-TZVPD) for a single C28H42N4O4S molecule in a non-equilibrium geometry.

Geometry (Å):
C1 -2.34 4.61 3.56
C2 -3.12 3.54 2.80
C3 -2.34 3.01 1.58
C4 -1.26 2.01 1.97
C5 -1.83 0.65 2.38
C6 -2.72 0.14 1.26
C7 -3.80 1.17 0.95
N1 -3.18 2.42 0.54
C8 -4.11 3.34 -0.09
C9 -4.30 3.02 -1.58
C10 -3.12 3.48 -2.44
N2 -1.90 2.81 -2.08
C11 -0.86 3.46 -1.54
O1 -0.80 4.67 -1.40
C12 0.29 2.58 -1.14
C13 1.35 3.22 -0.57
N3 2.45 2.62 -0.09
C14 3.50 3.41 0.51
C15 2.58 1.25 -0.20
C16 3.71 0.58 0.28
C17 3.81 -0.79 0.15
C18 2.81 -1.51 -0.48
S1 2.99 -3.29 -0.65
O2 4.32 -3.62 -0.25
O3 2.54 -3.67 -1.96
N4 1.95 -3.96 0.45
C19 2.30 -3.74 1.83
C20 0.58 -4.20 0.07
C21 0.18 -5.65 0.36
C22 -1.20 -5.94 -0.21
C23 -2.23 -4.97 0.37
C24 -1.82 -3.53 0.11
C25 -0.44 -3.25 0.70
C26 1.69 -0.87 -0.95
C27 1.55 0.51 -0.81
C28 0.30 1.14 -1.28
O4 -0.62 0.46 -1.72
H1 -1.41 4.20 3.96
H2 -2.10 5.44 2.91
H3 -2.93 4.98 4.40
H4 -3.36 2.72 3.48
H5 -4.06 3.98 2.46
H6 -1.85 3.87 1.11
H7 -0.65 2.42 2.78
H8 -0.60 1.86 1.11
H9 -2.41 0.74 3.30
H10 -1.01 -0.05 2.57
H11 -3.20 -0.80 1.55
H12 -2.13 -0.03 0.36
H13 -4.46 1.31 1.82
H14 -4.42 0.81 0.12
H15 -5.09 3.32 0.41
H16 -3.70 4.35 -0.01
H17 -4.44 1.95 -1.71
H18 -5.20 3.53 -1.93
H19 -2.95 4.55 -2.31
H20 -3.34 3.28 -3.49
H21 -1.88 1.80 -2.08
H22 1.29 4.30 -0.48
H23 4.44 3.30 -0.04
H24 3.65 3.12 1.55
H25 3.21 4.46 0.48
H26 4.51 1.12 0.76
H27 4.68 -1.32 0.51
H28 3.39 -3.77 1.89
H29 1.90 -4.55 2.45
H30 1.94 -2.78 2.22
H31 0.57 -4.07 -1.02
H32 0.92 -6.32 -0.08
H33 0.17 -5.82 1.44
H34 -1.49 -6.97 0.01
H35 -1.17 -5.82 -1.30
H36 -3.21 -5.16 -0.08
H37 -2.32 -5.14 1.45
H38 -1.80 -3.34 -0.96
H39 -2.55 -2.85 0.56
H40 -0.47 -3.41 1.78
H41 -0.16 -2.21 0.52
H42 0.91 -1.42 -1.47

ΔE to the lowest compared entry with this formula, charge and spin = 3.3 kcal per mole
M = 530.735 g mol⁻¹
HOMO energy = -7.9 eV
frontier orbital gap = 0.286 Ha
SMILES = CC[C@H]1CCCCN1CCCNC(=O)c1cn(C)c2ccc(S(=O)(=O)N(C)C3CCCCC3)cc2c1=O



# 5
Density functional theory data (ωB97M-V/def2-TZVPD) for a molecular structure, C28H43Br3Cl4CsFKN2O15 in a non-equilibrium geometry.

Geometry (Å):
C1 -1.69 -1.37 3.57
C2 -1.35 -1.75 2.02
C3 -1.99 -3.25 1.87
C4 -2.14 -0.84 0.95
C5 -1.24 -0.02 -0.12
C6 -1.40 -0.82 -1.53
C7 -0.39 -2.02 -1.71
O1 0.79 -1.93 -2.13
O2 -0.87 -3.36 -1.45
C8 -2.10 1.38 -0.42
C9 -1.99 2.51 0.71
C10 -2.08 4.07 0.19
C11 -2.04 5.33 1.20
C12 -1.91 5.12 2.82
C13 -1.79 3.59 3.36
C14 -1.85 2.33 2.30
C15 0.30 0.24 0.30
C16 0.88 -0.70 1.49
C17 1.27 0.24 2.81
C18 2.34 -1.22 0.97
N1 0.12 -1.92 1.83
O3 0.47 -3.00 1.18
H1 -2.82 -1.22 3.71
H2 -1.37 -2.26 4.22
H3 -1.14 -0.44 3.94
H4 -3.06 -3.14 2.31
H5 -1.47 -4.02 2.53
H6 -2.13 -3.56 0.78
H7 -2.84 -0.14 1.55
H8 -2.86 -1.51 0.34
H9 -2.50 -1.12 -1.74
H10 -1.15 -0.04 -2.36
H11 -0.13 -3.93 -1.14
H12 -3.18 1.09 -0.70
H13 -1.64 1.82 -1.39
H14 -2.21 4.28 -0.93
H15 -2.13 6.41 0.82
H16 -1.91 5.98 3.58
H17 -1.70 3.36 4.53
H18 -1.77 1.26 2.76
H19 0.52 1.34 0.62
H20 0.96 0.07 -0.64
H21 2.25 0.83 2.61
H22 1.51 -0.51 3.66
H23 0.37 0.88 3.18
H24 2.30 -1.69 -0.06
H25 2.81 -1.95 1.73
H26 3.03 -0.30 0.91
C19 6.71 2.34 0.70
C20 6.95 1.27 1.73
O4 5.88 1.45 2.64
C21 4.88 2.07 1.96
O5 3.77 2.21 2.39
O6 5.30 2.49 0.73
H27 7.04 2.04 -0.30
H28 7.18 3.29 0.97
H29 6.89 0.26 1.30
H30 7.91 1.39 2.23
F1 1.85 -0.25 -2.87
Cs1 0.34 2.63 2.68
C22 -3.59 2.35 -4.80
O7 -4.27 2.97 -3.71
C23 -5.19 3.88 -4.07
O8 -5.46 4.19 -5.20
O9 -5.75 4.38 -2.96
C24 -6.75 5.36 -3.19
H31 -2.87 1.64 -4.39
H32 -4.29 1.81 -5.43
H33 -3.04 3.09 -5.38
H34 -7.58 4.94 -3.77
H35 -6.33 6.22 -3.71
H36 -7.13 5.69 -2.23
C25 4.83 1.21 5.54
O10 3.63 1.53 5.58
O11 5.59 1.14 6.55
O12 5.47 0.90 4.49
C26 -2.20 -7.10 -1.15
Cl1 -2.52 -8.76 -0.59
Cl2 -2.29 -7.05 -2.95
Cl3 -3.43 -6.00 -0.47
Cl4 -0.58 -6.59 -0.62
O13 4.22 -1.57 -3.25
H37 3.37 -1.42 -2.75
H38 4.28 -0.97 -4.03
H39 4.32 -2.51 -3.52
C27 -4.02 -3.75 6.31
Br1 -4.52 -1.97 5.72
Br2 -4.03 -5.02 4.85
Br3 -2.33 -3.74 7.26
H40 -4.78 -4.07 7.02
K1 -4.51 -6.80 -4.59
C28 5.44 -1.95 -6.95
N2 5.40 -0.52 -7.32
O14 4.92 0.26 -6.50
O15 5.84 -0.21 -8.41
H41 5.01 -2.07 -5.96
H42 4.86 -2.50 -7.69
H43 6.48 -2.26 -6.96

spin multiplicity = 2
⟨S²⟩ = 1.764
M = 1220.176 g mol⁻¹
HOMO energy (spin up / spin down) = -4.0 / -6.8 eV
frontier orbital gap (spin up / spin down) = 0.100 / 0.205 Ha